No. 1
2 unconnected molecules or ions with the total composition CH2F3P. Source: the Open Molecules 2025 dataset; level of theory: the ωB97M-V functional and the def2-TZVPD basis.

```
! wB97M-V def2-TZVPD RIJCOSX def2/J DEFGRID3
* xyz 0 1
C -1.34 0.31 0.71
F 0.13 -0.69 -1.53
F 2.32 -0.12 -1.11
F 0.64 0.24 0.55
P 0.86 0.58 -0.98
H -1.34 -0.92 0.55
H -1.27 0.60 1.81
*
```

Gap between HOMO and LUMO: 9.184 eV
ΔE to the lowest compared entry with this formula, charge and spin: 303.1 kJ/mol
Max |F|: 0.06292 hartree/bohr
Lowest unoccupied orbital energy: -0.138 eV

No. 2
15 unconnected molecules or ions with the total composition C19H68N14O15. Source: the Open Molecules 2025 dataset; level of theory: the ωB97M-V functional and the def2-TZVPD basis.

```
! wB97M-V def2-TZVPD RIJCOSX def2/J DEFGRID3
* xyz 0 1
C -0.44 -2.24 -5.21
C 0.46 -3.06 -4.23
O 0.30 -2.61 -2.92
H -0.06 -1.24 -5.25
H -1.48 -2.19 -4.84
H -0.32 -2.66 -6.19
H 1.54 -3.09 -4.40
H 0.23 -4.16 -4.29
H 0.89 -1.93 -2.68
C 3.82 3.39 0.22
C 2.63 2.53 0.39
O 3.00 1.20 0.66
H 4.54 2.99 -0.43
H 4.19 3.57 1.18
H 3.57 4.37 -0.23
H 2.19 2.45 -0.58
H 1.77 2.91 1.03
H 2.21 0.67 0.43
C 3.38 0.34 -3.94
C 2.90 0.32 -2.53
O 2.46 -0.96 -2.27
H 4.18 -0.32 -4.06
H 3.79 1.39 -4.18
H 2.63 0.14 -4.66
H 2.02 0.96 -2.33
H 3.61 0.62 -1.81
H 3.27 -1.51 -2.21
C -3.33 1.93 -4.22
C -2.82 0.50 -4.24
O -2.74 0.19 -5.55
H -4.35 1.98 -4.57
H -2.68 2.54 -4.84
H -3.27 2.31 -3.24
H -3.50 -0.22 -3.70
H -1.83 0.50 -3.81
H -3.62 0.04 -5.91
C 0.80 -5.01 -0.14
O 0.83 -5.43 1.18
N 0.63 -3.78 -0.47
N 0.92 -5.87 -1.13
H 0.37 -3.12 0.25
H 0.57 -3.42 -1.43
H 0.94 -6.88 -0.85
H 1.37 -5.64 -2.02
C 0.32 1.13 3.99
O 0.55 1.40 2.66
N -0.35 0.11 4.40
N 0.53 2.06 4.86
H -0.70 -0.48 3.71
H -0.51 -0.04 5.41
H 1.02 2.94 4.48
H 0.64 1.91 5.85
C -3.98 0.86 0.08
O -4.25 0.43 -1.19
N -3.11 1.82 0.25
N -4.48 0.36 1.18
H -2.60 2.25 -0.56
H -2.80 2.20 1.20
H -4.87 -0.57 1.18
H -3.88 0.50 2.01
C -3.10 2.47 4.02
O -2.69 2.35 2.66
N -4.38 2.49 4.39
N -2.37 2.34 5.09
H -5.03 2.52 3.61
H -4.73 2.74 5.36
H -1.34 2.20 4.98
H -2.78 2.24 6.01
C -1.44 -2.32 2.69
O -0.53 -2.65 1.72
N -1.92 -3.17 3.52
N -2.02 -1.20 2.65
H -1.30 -4.08 3.68
H -2.63 -2.91 4.25
H -1.78 -0.72 1.78
H -2.81 -0.92 3.23
C 0.84 4.81 3.07
O 0.57 6.19 3.04
N 1.86 4.23 3.66
N 0.05 4.02 2.48
H 2.29 4.84 4.35
H 2.41 3.40 3.36
H -0.73 4.44 1.93
H 0.10 2.98 2.55
C -0.19 -0.05 -0.36
O -0.51 0.18 -1.72
N -0.92 0.37 0.68
N 0.91 -0.65 0.02
H -1.84 0.87 0.56
H -0.45 0.69 1.52
H 1.45 -1.08 -0.79
H 1.12 -1.01 0.94
C -0.41 3.69 -1.33
O -1.61 3.03 -1.74
H 0.11 3.07 -0.64
H -0.62 4.56 -0.73
H 0.21 3.90 -2.24
H -1.37 2.17 -2.18
C 3.26 -1.96 1.53
O 2.22 -1.65 2.47
H 3.14 -1.42 0.56
H 3.29 -3.03 1.31
H 4.30 -1.68 1.84
H 2.46 -1.92 3.38
C -2.71 -2.31 -1.12
O -2.41 -2.35 -2.49
H -2.06 -3.08 -0.61
H -3.73 -2.55 -0.93
H -2.48 -1.36 -0.70
H -1.55 -1.94 -2.58
C 4.20 -3.54 -1.30
O 4.87 -2.73 -2.15
H 3.15 -3.46 -1.42
H 4.45 -3.42 -0.26
H 4.45 -4.57 -1.50
H 5.63 -2.43 -1.58
*
```

Gap between HOMO and LUMO: 7.090 eV
ΔE to the lowest compared entry with this formula, charge and spin: 159.7 kJ/mol
Max |F|: 0.18645 hartree/bohr
Lowest unoccupied orbital energy: -0.962 eV

No. 3
A molecular structure, C43H55FeN5OTe. Source: the Open Molecules 2025 dataset; level of theory: the ωB97M-V functional and the def2-TZVPD basis.

```
! wB97M-V def2-TZVPD RIJCOSX def2/J DEFGRID3
* xyz 2 5
Fe 0.03 0.67 0.65
N 2.19 1.18 1.35
C 2.14 1.77 2.71
C 1.07 1.06 3.50
N -0.21 1.23 2.79
H 2.70 0.30 1.42
H 2.74 1.77 0.73
H 1.90 2.83 2.62
H 3.10 1.69 3.23
H 1.04 1.43 4.52
H 1.29 -0.01 3.54
H -0.56 2.17 2.95
H -0.90 0.59 3.14
C -7.05 -0.01 -0.51
C -6.30 1.32 -0.42
C -6.77 2.06 0.85
C -6.63 2.16 -1.66
C -4.79 1.11 -0.36
C -4.18 -0.12 -0.56
C -2.81 -0.23 -0.45
N -2.01 0.81 -0.19
C -2.59 2.02 -0.07
C -3.95 2.20 -0.12
C -1.61 3.14 0.07
C -1.99 4.47 0.10
C -1.03 5.48 0.17
C 0.30 5.07 0.16
C 0.60 3.73 0.11
N -0.32 2.76 0.09
C -1.47 6.94 0.24
C -2.20 7.28 -1.07
C -0.28 7.88 0.40
C -2.42 7.12 1.43
H -8.12 0.17 -0.46
H -6.79 -0.68 0.32
H -6.85 -0.53 -1.45
H -7.85 2.16 0.83
H -6.35 3.06 0.91
H -6.49 1.51 1.75
H -7.71 2.33 -1.71
H -6.32 1.65 -2.57
H -6.14 3.13 -1.62
H -4.76 -1.00 -0.79
H -2.32 -1.18 -0.57
H -4.37 3.18 0.01
H -3.04 4.73 0.06
H 1.10 5.79 0.17
H 1.63 3.41 0.08
H -1.56 7.11 -1.94
H -2.48 8.33 -1.07
H -3.11 6.69 -1.19
H 0.38 7.86 -0.47
H 0.31 7.64 1.29
H -0.64 8.90 0.51
H -3.34 6.56 1.31
H -2.69 8.18 1.52
H -1.94 6.82 2.36
C 5.07 -6.35 -4.06
C 4.29 -5.29 -3.34
C 4.02 -4.06 -3.94
C 3.33 -3.05 -3.28
C 3.04 -1.77 -4.02
C 2.92 -3.31 -1.96
Te 2.47 -1.54 -0.92
N 0.65 -1.30 -0.28
C -0.19 -1.94 0.57
O -0.77 -1.20 1.40
C -0.53 -3.37 0.47
C -1.21 -3.99 1.52
C -1.55 -5.33 1.42
C -1.23 -6.05 0.27
C -0.57 -5.43 -0.78
C -0.22 -4.09 -0.68
C 3.52 -1.99 0.84
C 2.84 -2.23 2.03
C 3.55 -2.42 3.20
C 4.93 -2.34 3.19
C 5.60 -2.10 2.00
C 4.92 -1.92 0.80
C 5.70 -1.70 -0.47
C 3.12 -4.55 -1.34
C 2.66 -4.91 0.05
C 3.81 -5.51 -2.06
H 5.42 -6.00 -5.03
H 4.45 -7.24 -4.22
H 5.93 -6.66 -3.47
H 4.35 -3.89 -4.96
H 3.15 -1.93 -5.09
H 3.74 -0.97 -3.75
H 2.03 -1.41 -3.85
H -1.46 -3.42 2.40
H -2.06 -5.82 2.24
H -1.50 -7.09 0.19
H -0.34 -5.98 -1.68
H 0.27 -3.60 -1.51
H 1.76 -2.30 2.04
H 3.02 -2.62 4.13
H 5.49 -2.47 4.10
H 6.69 -2.04 2.00
H 6.63 -1.18 -0.27
H 5.16 -1.11 -1.22
H 5.94 -2.66 -0.94
H 1.94 -4.20 0.45
H 3.50 -4.96 0.74
H 2.18 -5.88 0.04
H 3.98 -6.48 -1.59
*
```

Gap between HOMO and LUMO (spin up / spin down): 8.996 / 8.599 eV
Max |F|: 0.01472 hartree/bohr
Lowest unoccupied orbital energy (spin up / spin down): -4.681 / -4.870 eV

No. 4
C4H12O2Si in the gas phase. Source: the Open Molecules 2025 dataset; level of theory: the ωB97M-V functional and the def2-TZVPD basis.

```
! wB97M-V def2-TZVPD RIJCOSX def2/J DEFGRID3
* xyz 0 1
C -2.62 0.27 -1.18
C -1.89 -0.77 -0.34
O -0.50 -0.53 -0.29
Si 0.54 -0.35 1.12
C 2.02 -1.56 1.14
O 1.36 1.06 1.10
C 0.87 2.26 0.38
H -2.00 0.60 -2.06
H -3.66 -0.08 -1.46
H -2.93 1.11 -0.50
H -1.99 -1.63 -0.93
H -2.21 -0.82 0.70
H -0.65 -0.24 2.08
H 1.74 -2.59 1.28
H 2.66 -1.53 0.33
H 2.51 -1.42 2.18
H 1.40 3.10 1.03
H 1.27 2.21 -0.57
H -0.24 2.32 0.56
*
```

Gap between HOMO and LUMO: 10.841 eV
ΔE to the lowest compared entry with this formula, charge and spin: 156.6 kJ/mol
Max |F|: 0.10645 hartree/bohr
Lowest unoccupied orbital energy: 1.020 eV
SMILES string: CCO[Si@@H](C)OC

No. 5
A molecular structure, C25H36BFeN3O7Si. Source: the Open Molecules 2025 dataset; level of theory: the ωB97M-V functional and the def2-TZVPD basis.

```
! wB97M-V def2-TZVPD RIJCOSX def2/J DEFGRID3
* xyz -2 5
Fe 1.63 1.56 -0.19
O 0.49 2.73 -3.21
C -0.52 3.62 -2.78
C -1.20 3.26 -1.47
N -0.32 3.26 -0.32
C 0.37 4.53 -0.20
C 1.61 4.58 -1.08
O 1.97 5.66 -1.56
O 2.21 3.46 -1.20
C -1.04 2.93 0.90
C -0.08 2.61 2.03
O -0.45 2.89 3.18
O 1.03 2.07 1.70
H 1.26 2.87 -2.63
H -1.30 3.61 -3.55
H -0.14 4.65 -2.71
H -1.68 2.29 -1.55
H -1.99 4.03 -1.34
H 0.72 4.65 0.83
H -0.29 5.38 -0.43
H -1.65 2.05 0.72
H -1.70 3.75 1.23
C 5.11 3.35 -0.98
C 5.04 1.86 -0.83
C 6.15 1.07 -1.10
C 6.04 -0.32 -0.96
C 4.88 -0.88 -0.48
C 3.78 -0.02 -0.13
N 3.89 1.31 -0.40
N 2.64 -0.36 0.44
Si 2.22 -1.79 1.25
C 0.81 -1.46 2.44
C 3.63 -2.49 2.28
C 1.68 -3.18 0.11
H 6.15 3.68 -0.94
H 4.53 3.84 -0.20
H 4.67 3.67 -1.92
H 7.07 1.53 -1.44
H 6.88 -0.95 -1.21
H 4.78 -1.95 -0.36
H 0.70 -0.38 2.58
H 1.00 -1.93 3.41
H -0.14 -1.84 2.06
H 4.09 -1.69 2.88
H 4.42 -2.93 1.66
H 3.27 -3.27 2.96
H 0.88 -2.82 -0.56
H 1.30 -4.03 0.68
H 2.51 -3.52 -0.52
C -5.85 -3.86 -0.16
C -4.91 -3.04 0.72
C -4.30 -3.98 1.78
C -5.74 -1.97 1.44
C -3.78 -2.39 -0.08
C -3.62 -2.61 -1.45
C -2.56 -2.02 -2.17
C -1.68 -1.22 -1.48
O -0.58 -0.55 -1.93
B 0.01 0.16 -0.82
O -0.86 -0.17 0.30
C -1.85 -0.99 -0.13
C -2.87 -1.56 0.59
H -6.64 -4.30 0.46
H -5.32 -4.68 -0.66
H -6.32 -3.24 -0.92
H -5.09 -4.47 2.36
H -3.65 -3.44 2.46
H -3.70 -4.76 1.29
H -6.54 -2.43 2.03
H -6.20 -1.30 0.71
H -5.13 -1.36 2.10
H -4.31 -3.24 -1.98
H -2.44 -2.21 -3.23
H -2.94 -1.36 1.66
*
```

Gap between HOMO and LUMO (spin up / spin down): 4.913 / 5.292 eV
Max |F|: 0.01726 hartree/bohr
Lowest unoccupied orbital energy (spin up / spin down): 3.959 / 3.959 eV

No. 6
C9H15N5S in the gas phase. Source: the Open Molecules 2025 dataset; level of theory: the ωB97M-V functional and the def2-TZVPD basis.

```
! wB97M-V def2-TZVPD RIJCOSX def2/J DEFGRID3
* xyz 0 1
C -1.82 3.62 -0.53
C -1.78 3.28 -2.00
S 0.01 3.22 -2.49
N 0.64 2.15 -1.42
C 1.95 1.89 -1.20
C 2.17 0.87 -0.28
N 3.31 0.53 0.23
C 1.10 -0.01 -0.17
N 0.09 0.05 -1.11
N -0.77 -0.91 -0.81
C -0.21 -1.59 0.20
C -0.88 -2.73 0.97
C -0.61 -2.54 2.46
C -0.23 -4.10 0.56
N 0.89 -1.13 0.62
H -1.38 4.76 -0.44
H -2.95 3.50 -0.13
H -1.19 2.87 -0.05
H -2.42 3.87 -2.68
H -2.17 2.24 -2.07
H 2.65 2.62 -1.56
H 3.39 -0.27 0.84
H 4.14 1.16 0.25
H -2.01 -2.77 0.62
H 0.19 -3.22 2.88
H -1.51 -2.74 3.20
H -0.15 -1.47 2.67
H -0.94 -4.85 1.10
H 0.83 -4.04 0.91
H -0.34 -4.25 -0.58
*
```

Gap between HOMO and LUMO (spin up / spin down): 7.388 / 7.389 eV
ΔE to the lowest compared entry with this formula, charge and spin: 177.4 kJ/mol
Max |F|: 0.09252 hartree/bohr
Lowest unoccupied orbital energy (spin up / spin down): -0.856 / -0.855 eV
SMILES string: CCS/N=C/C(N)=C1\N=NC(C(C)C)=N1

No. 7
A molecular structure, C26H36ClNPdSi3. Source: the Open Molecules 2025 dataset; level of theory: the ωB97M-V functional and the def2-TZVPD basis.

```
! wB97M-V def2-TZVPD RIJCOSX def2/J DEFGRID3
* xyz -2 1
Pd 0.63 0.28 -0.18
C -0.33 1.96 2.88
Si -0.72 0.55 1.67
C -2.49 0.88 1.08
C -0.88 -0.95 2.86
C -1.76 -1.10 3.93
C -1.79 -2.28 4.67
C -0.92 -3.32 4.34
C -0.02 -3.17 3.29
C 0.01 -1.98 2.55
Si 1.18 -1.53 1.10
C 2.83 -1.34 2.02
C 1.38 -3.10 0.07
H -1.11 1.98 3.65
H -0.31 2.93 2.39
H 0.64 1.80 3.35
H -3.21 0.71 1.89
H -2.75 0.25 0.23
H -2.60 1.92 0.75
H -2.44 -0.30 4.19
H -2.49 -2.39 5.49
H -0.95 -4.25 4.91
H 0.65 -3.98 3.05
H 2.99 -2.19 2.69
H 2.82 -0.42 2.62
H 3.68 -1.28 1.34
H 1.68 -3.93 0.73
H 2.17 -2.98 -0.68
H 0.47 -3.37 -0.45
C -1.08 2.34 -2.69
Si -0.58 0.59 -3.22
C -1.65 0.27 -4.77
C 1.21 0.63 -3.87
N -0.84 -0.44 -1.93
C -1.26 -1.73 -1.95
C -1.10 -2.61 -3.06
C -1.55 -3.92 -3.03
C -2.17 -4.45 -1.90
C -2.34 -3.61 -0.80
C -1.90 -2.30 -0.82
H -1.04 3.05 -3.52
H -0.45 2.71 -1.88
H -2.11 2.30 -2.33
H -1.71 1.17 -5.38
H -2.67 -0.01 -4.47
H -1.26 -0.54 -5.40
H 1.29 0.14 -4.85
H 1.86 0.10 -3.17
H 1.60 1.65 -3.98
H -0.59 -2.24 -3.94
H -1.39 -4.55 -3.90
H -2.51 -5.48 -1.88
H -2.81 -3.99 0.10
H -2.02 -1.68 0.06
Cl 3.45 2.46 2.64
C 2.62 3.45 1.45
C 2.26 4.72 1.84
C 1.63 5.59 0.96
C 1.39 5.13 -0.34
C 1.75 3.86 -0.72
C 2.37 2.91 0.16
C 2.66 1.58 -0.24
H 2.47 5.03 2.86
H 1.33 6.58 1.27
H 0.91 5.77 -1.06
H 1.54 3.52 -1.73
H 3.41 1.06 0.34
H 2.87 1.53 -1.31
*
```

Gap between HOMO and LUMO: 5.029 eV
ΔE to the lowest compared entry with this formula, charge and spin: 145.9 kJ/mol
Max |F|: 0.01550 hartree/bohr
Lowest unoccupied orbital energy: 4.955 eV

No. 8
2 unconnected molecules or ions with the total composition C5H12NOS2. Source: the Open Molecules 2025 dataset; level of theory: the ωB97M-V functional and the def2-TZVPD basis.

```
! wB97M-V def2-TZVPD RIJCOSX def2/J DEFGRID3
* xyz 1 1
C 1.92 -0.38 -0.48
C 1.86 0.95 -1.24
C -0.09 0.59 0.26
C 0.59 -1.50 1.37
C -2.08 1.59 1.11
N 0.76 -0.40 0.41
O -1.17 0.53 1.01
S 0.49 1.98 -0.60
S -1.76 -0.64 -1.70
H 1.91 -1.30 -1.26
H 2.71 -0.42 0.27
H 2.74 1.44 -1.25
H 1.87 0.63 -2.34
H -0.35 -1.40 1.98
H 0.51 -2.50 0.73
H 1.43 -1.63 1.92
H -3.11 1.29 1.06
H -2.16 2.07 0.17
H -1.76 2.34 1.90
H -2.89 -1.32 -1.32
H -1.42 -1.91 -2.02
*
```

Gap between HOMO and LUMO: 9.883 eV
ΔE to the lowest compared entry with this formula, charge and spin: 179.5 kJ/mol
Max |F|: 0.09984 hartree/bohr
Lowest unoccupied orbital energy: -3.393 eV

No. 9
2 unconnected molecules or ions with the total composition C4H11NO. Source: the Open Molecules 2025 dataset; level of theory: the ωB97M-V functional and the def2-TZVPD basis.

```
! wB97M-V def2-TZVPD RIJCOSX def2/J DEFGRID3
* xyz 0 1
C -2.51 -0.76 -1.21
C -1.53 0.33 -1.39
N -1.48 1.24 -0.36
O -0.85 0.52 -2.38
H -3.18 -0.75 -2.06
H -3.13 -0.80 -0.31
H -2.11 -1.78 -1.15
H -0.71 1.89 -0.36
H -1.72 0.96 0.58
C 1.56 0.19 0.69
C 2.74 -0.38 1.47
H 0.65 -0.36 0.92
H 1.42 1.23 0.98
H 1.69 0.08 -0.39
H 2.78 -1.46 1.36
H 3.69 0.01 1.09
H 2.69 -0.18 2.53
*
```

Gap between HOMO and LUMO: 10.727 eV
ΔE to the lowest compared entry with this formula, charge and spin: 23.6 kJ/mol
Max |F|: 0.03523 hartree/bohr
Lowest unoccupied orbital energy: 0.808 eV
SMILES string: CC(N)=O.CC

no.,calculated total energy (eV)
1,-18508.67214
2,-72375.73885
3,-96652.33518
4,-16315.76623
5,-88260.21538
6,-27857.69932
7,-68674.84197
8,-30579.29036
9,-7864.30866